Record 1
51
Properties=species:S:1:pos:R:3:lowdin_charge:R:1 method="wB97M-V/def2-TZVPD" multiplicity=3 gap_ev="7.421 / 7.560" charge=+3 lumo_ev="-10.56 / -10.50" total_energy_ev=-187977.129
V 0.26030 1.10292 -0.14990 0.99
O -2.44895 -4.78475 3.50162 0.15
N -2.68879 -4.22029 2.46444 -0.32
O -3.50588 -4.53999 1.62761 0.12
C -1.95331 -2.93703 2.23145 -0.03
C -1.48393 -2.31385 3.33643 0.11
C -0.77513 -1.07792 3.24527 -0.09
C -0.31674 -0.32420 4.34423 0.09
C 0.34049 0.86722 4.11832 0.02
C 0.55943 1.30148 2.81362 -0.04
N 0.14070 0.60212 1.75445 -0.01
C -0.52731 -0.56403 1.97129 -0.13
C -1.02967 -1.21669 0.80819 -0.13
N -0.77818 -0.57016 -0.36183 -0.02
C -1.27161 -1.09059 -1.48270 -0.08
C -2.01704 -2.26571 -1.48768 0.02
C -2.27888 -2.92926 -0.30824 0.09
C -1.77866 -2.40166 0.90405 -0.02
H -1.65812 -2.76915 4.30328 0.15
H -0.48487 -0.67776 5.35439 0.15
H 0.68843 1.47098 4.94474 0.14
H 1.08971 2.22409 2.61670 0.13
H -1.07150 -0.54926 -2.40053 0.13
H -2.39902 -2.65167 -2.42288 0.14
H -2.87382 -3.82830 -0.30844 0.13
Se 1.58426 4.93200 -0.18403 1.36
N 0.23872 5.63539 -0.97803 -0.18
C -0.67836 4.71205 -1.23004 -0.33
C -1.94423 4.85119 -1.84315 0.10
C -2.71847 3.71793 -1.96451 0.02
C -2.25886 2.46828 -1.51989 -0.02
N -1.06854 2.29680 -0.94635 -0.01
C -0.29724 3.40334 -0.78389 -0.45
N 0.87993 3.29166 -0.18335 -0.28
H -2.28408 5.81704 -2.19722 0.15
H -3.69962 3.78000 -2.41376 0.14
H -2.87980 1.58920 -1.63850 0.14
C 2.15890 -1.11154 -3.41517 -0.16
As 2.79823 -0.59066 -1.67520 1.14
C 2.84208 -2.01694 -0.38126 -0.15
C 4.53758 0.21085 -1.82393 -0.16
O 1.71015 0.57596 -1.02554 -0.55
H 2.88095 -1.79974 -3.85496 0.07
H 2.09178 -0.22023 -4.03734 0.06
H 1.19007 -1.59891 -3.33829 0.04
H 3.39418 -2.86496 -0.78495 0.07
H 1.82555 -2.32058 -0.13759 0.04
H 3.35013 -1.64702 0.50814 0.06
H 5.20952 -0.55310 -2.21812 0.07
H 4.88579 0.52857 -0.84333 0.06
H 4.51370 1.05685 -2.50766 0.06

Record 2
42
Properties=species:S:1:pos:R:3:lowdin_charge:R:1 method="wB97M-V/def2-TZVPD" gap_ev=9.301 charge=0 e_above_lowest_ev=0.000 lumo_ev=0.44 smiles="C[C@@H](NC(=O)c1ccccc1C(=O)O)c1ccc(-n2ccnc2)cc1" total_energy_ev=-30593.063
C -0.66292 -3.05655 1.64304 -0.03
C -0.61923 -2.20249 0.37907 -0.31
N -1.70009 -1.23241 0.38790 0.12
C -2.40706 -0.92573 -0.72704 -0.44
O -2.32789 -1.55157 -1.76198 0.09
C -3.35024 0.22120 -0.53214 -0.08
C -4.67417 0.08550 -0.92782 0.00
C -5.57867 1.10986 -0.71045 -0.06
C -5.16847 2.27925 -0.09001 -0.06
C -3.84776 2.43487 0.29093 -0.01
C -2.93044 1.41654 0.05767 -0.09
C -1.50313 1.64459 0.41283 -0.51
O -1.11096 2.02943 1.48547 0.12
O -0.68260 1.39110 -0.61138 0.14
C 0.70391 -1.48587 0.22248 -0.18
C 1.12143 -0.54723 1.16043 -0.04
C 2.30574 0.14506 0.99268 -0.01
C 3.10734 -0.10176 -0.11913 -0.20
N 4.31183 0.59007 -0.28481 -0.03
C 4.90003 0.95456 -1.47047 -0.07
C 6.05731 1.59202 -1.13860 -0.15
N 6.20577 1.61606 0.21376 0.06
C 5.15584 1.02138 0.69511 -0.17
C 2.69712 -1.04243 -1.05908 0.00
C 1.50383 -1.71803 -0.88826 0.00
H -1.61794 -3.57108 1.71318 0.08
H -0.53172 -2.44085 2.53006 0.08
H 0.13322 -3.79571 1.61559 0.09
H -0.79319 -2.82861 -0.50233 0.14
H -1.80269 -0.66693 1.21628 0.14
H -4.98036 -0.83441 -1.40216 0.12
H -6.60641 0.99434 -1.01999 0.11
H -5.87569 3.07458 0.09007 0.11
H -3.51099 3.34736 0.75927 0.12
H 0.24334 1.53930 -0.35733 0.13
H 0.51499 -0.33366 2.02833 0.12
H 2.60373 0.88622 1.71862 0.12
H 4.44214 0.76584 -2.41904 0.11
H 6.79237 2.03206 -1.78162 0.09
H 4.97682 0.85150 1.73760 0.12
H 3.31702 -1.25091 -1.91727 0.11
H 1.18885 -2.43648 -1.62947 0.12

Record 3
56
Properties=species:S:1:pos:R:3:lowdin_charge:R:1 method="wB97M-V/def2-TZVPD" gap_ev=8.987 charge=0 e_above_lowest_ev=0.831 lumo_ev=-0.20 smiles="NC(N)=O.NC(N)=O.NC(N)=O.NC(N)=O.NC(N)=O.NC(N)=O.NC(N)=O" total_energy_ev=-42914.373
N 3.01969 -2.67848 1.89138 0.15
C 2.34753 -3.71429 2.47638 -0.66
N 1.01070 -3.43446 2.78834 0.14
O 2.87309 -4.77176 2.80072 0.01
H 2.51084 -1.91967 1.46271 0.04
H 3.93118 -2.97956 1.58679 0.10
H 0.75938 -2.50364 2.48801 0.05
H 0.28171 -4.10770 2.64225 0.09
N 5.78189 2.11606 0.19423 0.15
C 5.07796 1.49232 1.18381 -0.69
N 3.74127 1.31515 0.90827 0.15
O 5.58952 1.09699 2.21566 0.03
H 5.29068 2.36394 -0.64031 0.09
H 6.75065 2.29983 0.36953 0.11
H 3.36487 1.32162 -0.01900 0.08
H 3.21446 0.82307 1.60931 0.08
N 2.65367 3.79890 3.77455 0.16
C 1.31363 4.07816 3.77098 -0.66
N 0.56335 3.09844 3.13180 0.13
O 0.82875 5.11106 4.18228 0.04
H 3.10493 2.93760 3.53964 0.08
H 3.22518 4.58761 4.02312 0.11
H 1.05317 2.40711 2.59276 0.05
H -0.42377 3.04587 2.97034 0.09
N -3.66794 -1.87641 -2.41200 0.17
C -3.95683 -3.10986 -1.92094 -0.67
N -5.11211 -3.19300 -1.18552 0.15
O -3.31936 -4.11102 -2.24311 0.01
H -2.95191 -1.87937 -3.11804 0.10
H -4.04923 -1.01426 -2.07886 0.06
H -5.36852 -4.07184 -0.78182 0.10
H -5.76651 -2.44710 -1.32189 0.09
N 0.90770 0.11988 -2.92014 0.15
C 0.06270 -0.15628 -3.95737 -0.65
N 0.37483 -1.25077 -4.71378 0.16
O -1.03136 0.40905 -4.06078 -0.01
H 1.84416 -0.24450 -2.98576 0.10
H 0.76514 0.97048 -2.40596 0.10
H -0.40396 -1.66067 -5.19820 0.11
H 1.17367 -1.83008 -4.53967 0.10
N -0.75135 -0.51855 -0.43347 0.18
C -0.03586 -0.30944 0.69952 -0.64
N -0.65216 0.42838 1.65996 0.19
O 1.11349 -0.76228 0.82071 -0.04
H -0.37658 -1.21959 -1.04655 0.10
H -1.71896 -0.23688 -0.49957 0.04
H -1.58031 0.72332 1.38896 0.09
H -0.10666 0.87701 2.36402 0.07
N -5.19636 1.50808 -0.90232 0.16
C -3.89457 1.09513 -0.97188 -0.67
N -3.24687 1.43378 -2.12992 0.18
O -3.38674 0.45535 -0.05326 -0.01
H -5.68007 1.94234 -1.66286 0.10
H -5.66787 1.21034 -0.06682 0.11
H -3.78628 1.93920 -2.80942 0.10
H -2.39765 0.99540 -2.45684 0.06

Record 4
8
Properties=species:S:1:pos:R:3:lowdin_charge:R:1 method="wB97M-V/def2-TZVPD" gap_ev=5.544 charge=-1 e_above_lowest_ev=0.000 lumo_ev=3.45 total_energy_ev=-11029.143
O -2.14162 0.42919 -0.14097 -0.25
C -1.21198 -0.57458 0.04100 -0.53
O 0.03973 0.02066 0.34174 -0.58
H -1.12394 -1.22596 -0.85732 0.10
H -1.47392 -1.23004 0.90046 0.10
Be -0.78646 1.35730 0.06932 -0.07
Mg 1.88814 -0.04844 -0.29644 0.28
H -0.68358 2.75195 0.25938 -0.05

Record 5
22
Properties=species:S:1:pos:R:3:lowdin_charge:R:1 method="wB97M-V/def2-TZVPD" gap_ev=10.591 charge=+1 e_above_lowest_ev=3.457 lumo_ev=-2.80 total_energy_ev=-8399.219
C 2.42803 -0.06602 -0.74920 -0.16
C -2.37005 -0.84492 0.08811 -0.03
C 1.98216 -0.77144 0.46134 -0.04
C -0.92924 -0.40334 -0.44379 -0.32
C -0.03909 -0.18888 0.80579 -0.16
N -1.36087 0.91062 -0.95251 0.10
N 0.09260 1.25057 1.06112 0.04
H 2.99208 -0.71544 -1.32614 0.05
H 1.66557 0.37588 -1.39148 0.06
H 3.13208 0.82560 -0.56497 0.11
H -3.10490 -0.87195 -0.67311 0.07
H -2.46570 -0.19657 0.89359 0.06
H -2.37481 -1.91820 0.45233 0.12
H 1.99933 -1.82573 0.24564 0.08
H 2.39230 -0.44791 1.36250 0.06
H -0.43271 -1.15539 -1.08276 0.15
H -0.33815 -0.69630 1.66815 0.10
H -2.39790 0.88547 -0.97713 0.14
H -0.94636 1.32367 -1.80832 0.17
H -0.25093 1.60603 1.99589 0.16
H -0.73096 1.42804 -0.07583 0.12
H 1.05753 1.49620 1.01081 0.09

Record 6
22
Properties=species:S:1:pos:R:3:lowdin_charge:R:1 method="wB97M-V/def2-TZVPD" gap_ev=8.297 charge=+1 e_above_lowest_ev=0.959 lumo_ev=-4.29 total_energy_ev=-25432.601
C -2.39735 -0.77744 -0.50213 -0.05
C -1.15189 -1.52652 -0.06635 -0.21
O -0.00884 -0.76266 -0.48083 -0.12
C 1.17668 -1.08121 0.07557 -0.19
C 2.35804 -0.72120 -0.48496 -0.73
Cl 3.84184 -1.17237 0.27482 0.75
N 2.48491 0.10309 -1.57233 0.11
C 1.87080 1.18805 -1.66477 -0.09
N 1.00593 1.63284 -0.60168 0.09
C 1.30945 1.34529 0.66457 -0.16
N 2.49455 1.58338 1.18204 0.20
H -2.40679 -0.65940 -1.58230 0.09
H -3.27650 -1.34051 -0.20578 0.09
H -2.44084 0.20371 -0.03526 0.08
H -1.10932 -2.51300 -0.53922 0.14
H -1.13201 -1.65468 1.02183 0.13
H 1.16962 -1.79221 0.89384 0.14
H 1.90612 1.79466 -2.55545 0.14
H 0.02276 1.53393 -0.85553 0.16
H 0.49592 1.16749 1.35814 0.17
H 3.29436 1.77910 0.59263 0.14
H 2.67164 1.45542 2.16695 0.15

Record 7
112
Properties=species:S:1:pos:R:3:lowdin_charge:R:1 method="wB97M-V/def2-TZVPD" multiplicity=3 gap_ev="6.568 / 7.945" charge=+1 lumo_ev="-2.19 / -2.18" total_energy_ev=-145642.270
Ni 0.21140 0.16780 0.41320 0.27
N -0.76410 -1.44440 -0.14820 -0.31
S -1.11780 -1.94150 -1.47920 0.79
N -1.01190 -0.96900 -2.82840 -0.35
S -2.05430 0.12670 -3.14160 0.88
N -2.95300 0.68140 -2.00160 -0.34
S -2.16000 1.66040 -0.88850 0.80
N -0.71440 1.52310 -0.70250 -0.31
C -3.21210 1.39160 0.55630 -0.29
C -2.65060 0.74940 1.64310 -0.08
C -3.42340 0.51850 2.76750 -0.05
C -4.74230 0.94560 2.79280 -0.06
C -5.28900 1.59860 1.69950 -0.06
C -4.52200 1.82080 0.56930 -0.06
C -2.58870 3.31240 -1.50030 -0.30
C -3.71490 3.52500 -2.27400 -0.10
C -4.00310 4.80870 -2.70670 -0.06
C -3.16020 5.85700 -2.37460 -0.06
C -2.02070 5.62860 -1.61930 -0.05
C -1.72940 4.34800 -1.18060 -0.05
C -3.19770 -0.51070 -4.37420 -0.31
C -2.64880 -0.99190 -5.55290 -0.06
C -3.47970 -1.53100 -6.51930 -0.05
C -4.84800 -1.59140 -6.29970 -0.05
C -5.38710 -1.11140 -5.11620 -0.06
C -4.56080 -0.56930 -4.14400 -0.07
C -1.18130 1.48440 -3.92060 -0.31
C 0.13840 1.71990 -3.58330 -0.07
C 0.74920 2.87180 -4.05200 -0.04
C 0.03980 3.76740 -4.83590 -0.05
C -1.28170 3.51270 -5.17160 -0.05
C -1.90310 2.36540 -4.70860 -0.07
C -2.83980 -2.50200 -1.58560 -0.30
C -3.29830 -3.17830 -2.70030 -0.07
C -4.63960 -3.51650 -2.77650 -0.07
C -5.49900 -3.17620 -1.74410 -0.06
C -5.02470 -2.50460 -0.62740 -0.05
C -3.68490 -2.16610 -0.54580 -0.07
C -0.13190 -3.33730 -2.05670 -0.30
C 0.41950 -4.16310 -1.09300 -0.06
C 1.18280 -5.24940 -1.48510 -0.07
C 1.38880 -5.49760 -2.83280 -0.06
C 0.83500 -4.66260 -3.78990 -0.06
C 0.06920 -3.57510 -3.40260 -0.08
H -1.60700 0.41930 1.59260 0.06
H -2.99540 0.01070 3.61760 0.11
H -5.35080 0.76870 3.66650 0.11
H -6.31200 1.93790 1.72170 0.11
H -4.93100 2.32440 -0.28970 0.10
H -4.34040 2.68800 -2.54720 0.10
H -4.88490 4.98970 -3.30170 0.11
H -3.38830 6.85450 -2.71660 0.11
H -1.36010 6.44380 -1.36970 0.11
H -0.84040 4.12750 -0.60970 0.11
H -1.58070 -0.93380 -5.69780 0.12
H -3.06300 -1.89950 -7.44440 0.12
H -5.49450 -2.01420 -7.05390 0.11
H -6.45250 -1.15760 -4.95170 0.12
H -4.94840 -0.20110 -3.20790 0.11
H 0.65250 1.01760 -2.94860 0.05
H 1.77600 3.07320 -3.79410 0.11
H 0.51530 4.67020 -5.18840 0.11
H -1.83100 4.20970 -5.78580 0.11
H -2.93420 2.15020 -4.94960 0.12
H -2.61460 -3.44330 -3.49230 0.11
H -5.01070 -4.04450 -3.64230 0.11
H -6.54050 -3.45050 -1.80650 0.11
H -5.69290 -2.25010 0.18060 0.11
H -3.26980 -1.65230 0.30910 0.09
H 0.25350 -3.93010 -0.05210 0.11
H 1.62710 -5.88980 -0.73890 0.12
H 1.98840 -6.34000 -3.14060 0.11
H 1.00850 -4.85250 -4.83760 0.11
H -0.35020 -2.89720 -4.12880 0.09
C 4.64460 -3.93550 0.36370 -0.09
C 4.53500 -2.97470 1.35520 -0.09
C 3.82030 -1.81210 1.12500 -0.12
C 3.20830 -1.57580 -0.10280 -0.32
C 3.30650 -2.56740 -1.07670 -0.14
C 4.02190 -3.72890 -0.85550 -0.10
Si 2.28150 0.06040 -0.57060 0.71
C 3.36840 1.59370 -0.08410 -0.32
C 3.73640 1.93330 1.21420 -0.13
C 4.52550 3.04030 1.47320 -0.09
C 4.95030 3.85120 0.43490 -0.09
C 4.57960 3.54180 -0.86260 -0.09
C 3.79780 2.43000 -1.11090 -0.13
H 5.21840 -4.83390 0.53650 0.10
H 5.02080 -3.12930 2.30640 0.10
H 3.76760 -1.07230 1.91180 0.08
H 2.82280 -2.41680 -2.03090 0.09
H 4.10330 -4.46690 -1.64120 0.10
H 2.52060 0.02670 -2.07820 -0.01
H 3.41460 1.33260 2.05500 0.07
H 4.80910 3.27640 2.48810 0.10
H 5.56400 4.71690 0.63510 0.10
H 4.90310 4.16770 -1.68200 0.10
H 3.51830 2.19520 -2.12670 0.07
N 0.86590 -0.38180 2.47750 0.06
C 0.31630 -0.19210 3.77030 -0.31
C 0.05820 -1.28400 4.59080 -0.03
C -0.46540 -1.09390 5.85810 -0.08
C -0.75440 0.18580 6.30310 -0.09
C -0.48660 1.27730 5.49020 -0.08
C 0.05910 1.09400 4.23390 -0.04
H 1.11150 -1.36080 2.33440 0.10
H 1.69490 0.20100 2.36370 0.06
H 0.28970 -2.27870 4.23500 0.11
H -0.61930 -1.94390 6.50690 0.11
H -1.18560 0.33150 7.28100 0.10
H -0.69270 2.27770 5.84340 0.11
H 0.29710 1.94090 3.60540 0.12

Record 8
67
Properties=species:S:1:pos:R:3:lowdin_charge:R:1 method="wB97M-V/def2-TZVPD" multiplicity=2 gap_ev="5.388 / 5.823" charge=0 e_above_lowest_ev=0.147 lumo_ev="-0.65 / -0.65" total_energy_ev=-91079.131
Mn -0.42705 0.35801 -0.01073 0.64
Cl 4.12076 3.04704 -5.11254 0.63
C 2.88847 2.67795 -3.93398 -0.68
C 1.78970 3.54992 -3.78541 -0.10
C 0.81002 3.29484 -2.87525 0.01
C 0.83308 2.12241 -2.04421 -0.36
O -0.14194 1.91534 -1.25109 -0.12
C 1.96837 1.27662 -2.19672 -0.15
C 2.19504 0.12169 -1.38209 -0.06
N 1.44789 -0.28413 -0.40262 0.04
C 1.91987 -1.36545 0.40996 -0.17
C 3.06274 -2.09881 0.24214 -0.01
C 3.42748 -3.09961 1.18137 -0.06
C 2.67064 -3.32764 2.29201 -0.03
C 1.48484 -2.57674 2.49736 -0.15
C 0.67086 -2.70826 3.65313 0.00
C -0.43827 -1.93419 3.78722 -0.02
C -0.77122 -1.04083 2.73347 -0.11
N -0.05175 -0.90984 1.64959 0.06
C 1.09861 -1.63507 1.53813 -0.14
C 2.97404 1.56907 -3.15079 -0.07
H 1.73732 4.43242 -4.41113 0.10
H -0.03734 3.95856 -2.76447 0.12
H 3.11422 -0.41353 -1.61819 0.12
H 3.72023 -1.93653 -0.60017 0.10
H 4.33268 -3.66619 1.01081 0.11
H 2.96027 -4.06765 3.02701 0.11
H 0.95520 -3.42278 4.41631 0.12
H -1.08279 -1.99569 4.65227 0.11
H -1.67954 -0.45517 2.78334 0.10
H 3.82106 0.90131 -3.25361 0.11
C -2.42229 0.19609 -1.26851 -0.29
C -2.73997 -0.52648 -0.09076 -0.26
C -2.06222 -1.77920 -0.15557 -0.26
C -1.22841 -1.75295 -1.27866 -0.25
C -1.46566 -0.54447 -1.98848 -0.27
C -0.91974 -0.20112 -3.33714 -0.03
C -0.31626 -2.84570 -1.74511 -0.03
C -2.23932 -2.94137 0.76921 -0.04
C -3.85208 -0.17721 0.85775 -0.06
C -3.08846 1.46025 -1.72635 -0.04
H 0.16401 -0.31664 -3.41006 0.07
H -1.14576 0.83190 -3.60426 0.08
H -1.34602 -0.83784 -4.12088 0.08
H 0.72458 -2.52328 -1.84243 0.06
H -0.60966 -3.22276 -2.72950 0.08
H -0.32552 -3.69511 -1.05874 0.07
H -2.64388 -3.81429 0.24760 0.08
H -2.94615 -2.71128 1.56974 0.07
H -1.31591 -3.28255 1.24851 0.06
H -4.01198 0.90130 0.91322 0.06
H -3.66902 -0.51863 1.88092 0.05
H -4.81155 -0.62010 0.56871 0.08
H -2.42410 2.32497 -1.68720 0.06
H -3.96749 1.68928 -1.12216 0.07
H -3.43875 1.36970 -2.75824 0.08
I -2.12612 3.46677 4.75539 0.91
C -0.66920 3.02311 3.36219 -0.73
C 0.60742 3.55543 3.44338 -0.13
C 1.52800 3.21747 2.46538 -0.03
C 1.15153 2.34924 1.45570 -0.08
N -0.07426 1.82483 1.38872 0.00
C -0.96937 2.16591 2.31199 -0.19
H 0.87090 4.22384 4.25210 0.10
H 2.53233 3.61666 2.48123 0.11
H 1.83789 2.06320 0.67073 0.11
H -1.96095 1.74392 2.20044 0.09